Record 1
Computed, not measured: a cluster of 2 separate species, C4H12O3 in total in a non-equilibrium geometry, with ωB97M-V/def2-TZVPD.

Each line ends with the Mulliken charge.
CARTESIAN COORDINATES (ANGSTROEM)
C -0.7275 0.7101 1.2746  -0.273
O -1.0864 1.0384 2.7018  -0.531
C -0.7540 -0.7062 1.1438  -0.608
C 0.3433 -1.2505 0.1315  -0.649
C 0.0692 -0.9626 -1.3188  -0.344
O 1.3765 -0.7226 -2.0344  -0.521
H -1.0848 1.2136 0.3208  0.229
H 0.3420 1.0095 1.3222  0.175
H -2.1011 1.2441 2.6469  0.311
H -1.6961 -1.0274 0.8057  0.350
H -0.4258 -1.1288 2.0549  0.303
H 0.5196 -2.2995 0.2798  0.416
H 1.3267 -0.7130 0.4304  0.251
H -0.7372 -0.1442 -1.3417  0.228
H -0.1483 -1.9729 -1.7578  0.353
H 1.1292 -0.6830 -3.0132  0.300
H 2.0050 2.2870 -1.3079  0.278
H 0.4472 2.2171 -1.4566  0.300
O 1.2027 1.8909 -0.8818  -0.568

Values from the calculation:
* energy relative to the best compared isomer or geometry (same formula, charge and spin): 56.47 kcal/mol
* SMILES: OCCCCO.O
* HOMO: -10.0 eV
* HOMO-LUMO gap: 10.60 eV
* electronic energy: -10482.690 eV

Record 2
Computed, not measured: a cluster of 2 separate species, C4H12O3 in total in a non-equilibrium geometry, with ωB97M-V/def2-TZVPD.

Each line ends with the Mulliken charge.
CARTESIAN COORDINATES (ANGSTROEM)
C -1.7379 -0.7361 -1.0174  -0.536
O -1.7434 -1.0083 -2.5641  -0.519
C -0.2705 -0.5674 -0.5833  -0.685
C 0.0808 -0.4964 0.8698  0.241
C 1.3739 -1.2477 1.2727  -1.179
O 0.0505 0.8533 1.3397  -0.578
H -2.2769 0.1598 -0.7079  0.284
H -2.2350 -1.7693 -0.7623  0.312
H -2.5984 -1.5130 -2.6826  0.318
H 0.1849 -1.6373 -0.7892  0.203
H 0.2701 0.0816 -1.2241  0.396
H -0.7579 -0.9412 1.2941  0.468
H 2.2639 -0.6188 1.5527  0.329
H 1.0989 -2.0533 1.9876  0.278
H 1.6899 -1.6522 0.3264  0.353
H -0.1965 0.7434 2.3260  0.309
H 1.3689 2.1746 0.4119  0.382
H 2.1365 3.0805 1.3446  0.288
O 1.9896 2.9338 0.4335  -0.663

Values from the calculation:
* energy relative to the best compared isomer or geometry (same formula, charge and spin): 46.56 kcal/mol
* SMILES: C[C@@H](O)CCO.O
* HOMO: -10.5 eV
* HOMO-LUMO gap: 11.00 eV
* electronic energy: -10483.120 eV

Record 3
Computed, not measured: a cluster of 3 separate species, C4H12O3 in total in a non-equilibrium geometry, with ωB97M-V/def2-TZVPD.

Each line ends with the Mulliken charge.
CARTESIAN COORDINATES (ANGSTROEM)
C 1.7399 0.6115 -1.8463  -1.022
C -0.9329 -1.0552 0.3342  -0.594
O -0.5364 -2.4058 0.4106  -0.618
C 0.1965 -0.2789 -0.1968  -0.184
C 0.5200 -0.2025 -1.4499  0.002
H 1.4733 1.7017 -1.8923  0.252
H 2.6572 0.4487 -1.2590  0.285
H 1.9823 0.5079 -2.9192  0.367
H -1.8680 -1.1002 -0.2017  0.432
H -1.4706 -0.8993 1.3536  -0.125
H 0.4358 -2.5545 0.0939  0.387
H 0.8116 0.1600 0.6173  0.086
H 0.0631 -0.6516 -2.2028  0.550
H -2.5476 0.5582 0.9990  0.368
H -2.8537 -0.0790 2.3252  0.345
O -3.2783 0.3377 1.5823  -0.653
H 0.4911 2.0063 1.7428  0.346
H 1.8180 1.0463 1.4159  0.443
O 1.2988 1.8489 1.0933  -0.666

Values from the calculation:
* energy relative to the best compared isomer or geometry (same formula, charge and spin): 73.23 kcal/mol
* SMILES: C/C=C/CO.O.O
* HOMO: -9.6 eV
* HOMO-LUMO gap: 10.01 eV
* electronic energy: -10481.964 eV